The following is a DFT calculation (the ωB97M-V functional and the def2-TZVPD basis) of C15H36KN7O3 as an isolated structure at a distorted geometry.

```
62
Properties=species:S:1:pos:R:3:nbo_charge:R:1
K 0.200 0.014 0.356 0.86
C -0.864 -1.794 -3.089 -0.41
C -0.208 -0.439 -3.364 -0.21
N -0.295 0.506 -2.250 -0.67
C -1.504 1.332 -2.275 -0.23
C -1.508 2.371 -1.154 -0.22
N -1.618 1.808 0.200 -0.67
C -2.977 1.452 0.633 -0.23
C -3.312 -0.052 0.584 -0.41
C -2.866 -0.873 1.810 -0.22
N -1.459 -1.301 1.791 -0.66
C -1.219 -2.716 1.467 -0.23
C -1.268 -3.019 -0.030 -0.23
N -0.168 -2.366 -0.748 -0.66
C -0.077 -2.725 -2.165 -0.21
H -0.997 -2.302 -4.049 0.21
H -1.878 -1.649 -2.692 0.20
H -0.636 -0.006 -4.279 0.17
H 0.855 -0.600 -3.572 0.20
H 0.524 1.114 -2.251 0.40
H -2.387 0.689 -2.186 0.18
H -1.612 1.864 -3.232 0.17
H -2.318 3.085 -1.359 0.17
H -0.569 2.930 -1.209 0.20
H -1.207 2.439 0.877 0.40
H -3.710 2.001 0.027 0.17
H -3.099 1.798 1.662 0.21
H -2.872 -0.493 -0.318 0.20
H -4.396 -0.157 0.483 0.21
H -3.513 -1.753 1.899 0.18
H -3.038 -0.272 2.706 0.20
H -0.981 -1.071 2.653 0.38
H -1.945 -3.368 1.970 0.17
H -0.226 -2.970 1.844 0.23
H -2.222 -2.681 -0.449 0.18
H -1.249 -4.110 -0.165 0.17
H 0.706 -2.596 -0.278 0.37
H -0.397 -3.763 -2.323 0.17
H 0.980 -2.686 -2.446 0.19
N 4.209 -1.292 -0.357 -0.65
N 3.270 -1.869 0.514 -0.53
C 2.470 -1.032 1.316 0.85
O 1.817 -1.624 2.214 -0.79
O 2.378 0.189 1.006 -0.84
H 4.306 -1.873 -1.178 0.35
H 5.112 -1.188 0.092 0.34
H 3.559 -2.695 1.019 0.36
C 2.094 3.452 0.325 -0.64
C 2.774 2.951 -0.935 -0.06
O 2.299 1.674 -1.330 -0.78
H 2.507 4.421 0.625 0.21
H 2.230 2.753 1.154 0.23
H 1.020 3.589 0.167 0.19
H 3.861 2.934 -0.809 0.16
H 2.569 3.620 -1.772 0.17
H 2.571 1.010 -0.663 0.52
C 1.452 0.997 4.120 -0.74
C 0.277 1.685 3.542 0.35
N -0.646 2.184 3.074 -0.42
H 1.682 0.112 3.521 0.31
H 1.215 0.690 5.139 0.25
H 2.306 1.671 4.138 0.25
```

Summary:
Energy above the lowest of the compared OMol25 structures with the same formula, charge and spin in kcal/mol: 21.7
Total charge: 0
E_LUMO in Eh: 0.0146
Multiplicity: 1

=====

The following is a DFT calculation (the ωB97M-V functional and the def2-TZVPD basis) of a 3-piece molecular cluster, C20H42B2BrIN3O12PS2 overall at a distorted geometry.

```
84
Properties=species:S:1:pos:R:3:lowdin_charge:R:1
C 5.667 -0.385 0.734 -0.10
C 4.405 -1.222 0.426 -0.20
C 3.260 -0.565 1.180 -0.23
N 2.115 -1.425 1.412 -0.05
C 0.809 -0.833 1.436 -0.41
C 0.865 0.311 2.472 -0.15
C 1.494 -0.071 3.781 -0.76
O 1.485 -1.138 4.301 0.08
Br 2.377 1.432 4.732 0.67
C 0.285 -0.364 0.039 -0.19
C 0.853 -1.075 -1.212 -0.55
I 1.192 -3.240 -1.078 1.04
C 2.006 -0.312 -1.901 -0.28
C 2.803 -1.137 -2.902 -0.16
C -1.274 -0.169 -0.043 -0.07
B -1.798 1.021 0.900 -0.68
O -1.606 2.331 0.452 0.17
O -2.313 0.848 2.132 0.01
C -2.359 1.962 3.020 -0.02
B -1.578 0.617 -1.442 -0.59
O -0.579 1.348 -2.053 0.16
N -2.889 0.625 -2.076 -0.10
C -3.520 1.956 -2.067 -0.08
C -2.659 0.280 -3.516 -0.06
C -2.050 -1.489 0.056 -0.38
O -1.956 -2.066 -1.284 0.01
C -3.043 -2.352 -1.920 -0.36
N -4.041 -2.605 -2.493 0.20
P -3.799 -1.514 0.745 0.32
O -3.753 -1.446 2.324 -0.16
O -4.386 -2.998 0.558 -0.17
S -5.056 -0.229 0.051 0.50
O -1.380 -2.519 0.824 -0.20
S -0.416 -2.074 2.035 0.67
O 0.260 -3.262 2.432 -0.25
O -1.117 -1.496 3.129 -0.21
H 5.346 0.659 0.704 0.08
H 6.055 -0.570 1.729 0.08
H 6.417 -0.477 -0.042 0.05
H 4.280 -1.160 -0.645 0.07
H 4.587 -2.226 0.788 0.12
H 3.706 -0.317 2.154 0.11
H 3.014 0.400 0.760 0.11
H 2.246 -2.130 2.118 0.12
H -0.117 0.643 2.812 0.10
H 1.324 1.206 2.075 0.12
H 0.654 0.658 -0.042 0.13
H 0.128 -1.144 -2.005 0.05
H 1.516 0.434 -2.519 0.10
H 2.640 0.237 -1.216 0.09
H 2.124 -1.701 -3.530 0.06
H 3.347 -0.471 -3.566 0.08
H 3.487 -1.830 -2.434 0.03
H -2.446 2.759 0.266 0.12
H -3.102 2.699 2.742 0.10
H -2.639 1.580 3.993 0.11
H -1.375 2.395 3.138 0.09
H -0.161 1.948 -1.432 0.12
H -2.779 2.752 -1.941 0.09
H -4.045 2.151 -2.989 0.09
H -4.202 2.032 -1.224 0.04
H -1.908 -0.495 -3.625 0.09
H -2.310 1.173 -4.033 0.09
H -3.605 -0.021 -3.949 0.09
H -4.671 -1.539 2.603 0.09
H -5.059 -2.918 -0.131 0.05
C -9.241 1.798 -0.126 -0.09
C -8.369 2.347 -1.240 -0.32
O -7.111 1.680 -1.288 -0.15
H -8.739 1.904 0.836 0.07
H -10.199 2.319 -0.083 0.07
H -9.432 0.733 -0.276 0.07
H -8.164 3.404 -1.078 0.11
H -8.870 2.238 -2.208 0.11
H -7.278 0.745 -1.442 0.04
C 10.197 0.642 0.161 -0.09
C 9.241 -0.480 0.520 -0.31
O 8.479 -0.895 -0.613 -0.10
H 9.647 1.497 -0.234 0.08
H 10.768 0.965 1.033 0.07
H 10.897 0.321 -0.613 0.07
H 8.532 -0.151 1.277 0.10
H 9.790 -1.341 0.915 0.11
H 9.096 -1.200 -1.284 0.08
```

Summary:
Total charge: 0
E_LUMO in Eh: 0.0030
Structure (SMILES): CCCN[C@@]1(CC(=O)Br)[C@@H]([C@H](I)CC)[C@@](B(O)OC)(B(O)N(C)C)[C@](OC#N)(P(O)(O)=S)OS1(=O)=O.CCO.CCO
Multiplicity: 1

=====

The following is a DFT calculation (the ωB97M-V functional and the def2-TZVPD basis) of C35H36IrN11P2S2 as an isolated structure at a distorted geometry.

```
87
Properties=species:S:1:pos:R:3:lowdin_charge:R:1
Ir 0.765 0.616 0.129 1.12
C 3.794 1.594 4.613 -0.01
N 3.567 1.200 3.214 -0.09
C 4.261 0.232 2.495 -0.01
C 3.649 0.074 1.300 -0.15
N 2.508 0.829 1.276 -0.17
C 2.525 1.649 2.364 -0.43
P 1.606 3.176 2.376 1.17
C 1.578 3.447 0.526 -0.37
N 1.298 2.495 -0.408 -0.17
C 1.654 2.957 -1.659 -0.12
C 2.091 4.227 -1.503 -0.02
N 2.040 4.580 -0.147 -0.09
C 2.391 5.907 0.394 0.00
C -0.031 2.341 2.512 -0.37
N -0.462 1.596 1.428 -0.13
C -1.834 1.769 1.332 -0.10
C -2.271 2.450 2.413 -0.02
N -1.172 2.785 3.208 -0.09
C -1.182 3.543 4.492 0.00
H 4.775 1.215 4.877 0.09
H 3.090 1.146 5.349 0.11
H 3.820 2.684 4.731 0.09
H 5.111 -0.303 2.907 0.14
H 3.954 -0.491 0.436 0.09
H 1.491 2.346 -2.530 0.08
H 2.401 4.902 -2.315 0.15
H 2.315 6.623 -0.433 0.10
H 3.429 5.898 0.777 0.11
H 1.712 6.214 1.189 0.09
H -2.413 1.408 0.497 0.10
H -3.281 2.730 2.759 0.15
H -2.163 3.363 4.967 0.10
H -1.159 4.626 4.341 0.10
H -0.411 3.220 5.207 0.10
C -1.387 0.093 -2.904 0.00
C -1.738 -0.353 -1.491 -0.31
N -0.961 -0.431 -0.419 -0.16
C -1.676 -1.227 0.531 -0.18
C -2.902 -1.500 0.053 -0.02
N -2.993 -0.885 -1.218 0.00
C -4.114 -1.192 -2.095 -0.05
N -5.374 -0.919 -1.350 -0.07
N -6.086 -1.922 -0.781 0.01
N -7.116 -1.419 -0.132 0.09
C -7.052 -0.043 -0.173 -0.21
C -7.728 0.920 0.588 -0.01
C -7.231 2.196 0.526 -0.09
C -6.244 2.583 -0.401 -0.08
C -5.495 1.634 -1.092 -0.02
C -5.925 0.308 -0.962 -0.16
H -1.754 1.134 -3.006 0.10
H -1.864 -0.575 -3.647 0.10
H -0.279 0.021 -2.957 -0.01
H -1.181 -1.566 1.455 0.09
H -3.713 -2.117 0.421 0.13
H -4.075 -2.284 -2.346 0.16
H -4.117 -0.634 -3.060 0.15
H -8.554 0.659 1.265 0.13
H -7.629 2.941 1.219 0.11
H -6.001 3.649 -0.547 0.12
H -4.638 1.864 -1.690 0.10
S 1.317 -1.891 0.730 0.39
P 2.062 -2.187 -1.133 0.30
S 1.936 -0.317 -1.995 0.34
C 1.158 -3.612 -1.803 -0.37
C -0.086 -3.946 -1.307 -0.11
C -0.745 -5.066 -1.818 -0.06
C -0.139 -5.918 -2.739 -0.05
C 1.122 -5.578 -3.183 -0.06
C 1.786 -4.463 -2.693 -0.07
C 3.810 -2.678 -1.056 -0.45
C 4.234 -3.406 0.040 -0.11
C 5.555 -3.857 0.107 -0.06
C 6.452 -3.585 -0.946 -0.05
C 5.961 -2.894 -2.062 -0.06
C 4.651 -2.396 -2.121 -0.11
H -0.588 -3.338 -0.536 0.07
H -1.739 -5.271 -1.445 0.11
H -0.662 -6.763 -3.177 0.12
H 1.663 -6.194 -3.894 0.12
H 2.800 -4.249 -3.017 0.11
H 3.558 -3.597 0.898 0.10
H 5.861 -4.456 0.988 0.12
H 7.508 -3.883 -0.874 0.12
H 6.565 -2.735 -2.963 0.12
H 4.346 -1.699 -2.904 0.10
```

Summary:
Energy above the lowest of the compared OMol25 structures with the same formula, charge and spin in kcal/mol: 0.0
<S²>: 6.063
Total charge: +2
E_LUMO (spin up / spin down) in Eh: -0.1985 / -0.2590
Multiplicity: 5

=====

The following is a DFT calculation (the ωB97M-V functional and the def2-TZVPD basis) of C39H91InN3O14S as an isolated structure at a distorted geometry.

```
149
Properties=species:S:1:pos:R:3:lowdin_charge:R:1
C 0.011 -3.850 7.525 -0.16
C -0.217 -3.864 5.899 -0.31
C -0.400 -2.363 5.230 -0.40
C 0.761 -1.286 5.657 -0.19
In -0.522 -2.698 2.948 0.76
N 0.239 -1.009 1.880 -0.18
C 0.880 -4.446 2.518 -0.35
C 2.365 -3.980 3.105 -0.57
S 3.634 -4.467 1.818 0.85
C 4.803 -3.015 1.541 -0.45
N 5.099 -2.608 0.103 -0.04
N 6.000 -1.553 0.106 -0.04
C 6.276 -1.281 1.578 -0.06
O 5.525 -2.161 2.508 -0.08
O -2.549 -3.105 2.555 -0.41
C -3.253 -1.903 2.082 -0.32
C -3.376 -0.707 3.245 -0.30
C -4.999 -0.526 3.593 -0.12
C -2.791 0.653 2.549 -0.17
C -2.178 1.768 3.577 -0.39
C -2.428 1.473 5.169 -0.11
C -0.583 2.067 3.265 -0.13
H 1.170 -3.757 7.786 0.07
H -0.612 -2.973 8.018 0.08
H -0.342 -4.912 7.931 0.07
H 0.676 -4.402 5.359 0.07
H -1.210 -4.459 5.608 0.12
H -1.422 -1.943 5.663 0.07
H 0.434 -0.839 6.711 0.07
H 1.768 -1.860 5.843 0.07
H 0.858 -0.366 4.936 0.05
H -0.088 -0.987 0.874 -0.03
H 1.285 -0.998 1.915 -0.04
H 0.475 -5.379 3.143 0.05
H 0.881 -4.645 1.360 0.03
H 2.379 -2.805 3.191 0.06
H 2.520 -4.444 4.168 0.08
H 7.046 -0.423 1.807 0.13
H -4.358 -2.205 1.748 0.11
H -2.743 -1.494 1.084 0.10
H -2.776 -1.102 4.167 0.10
H -5.652 -0.423 2.600 0.08
H -5.370 -1.440 4.263 0.09
H -5.169 0.507 4.167 0.07
H -3.710 1.157 1.979 0.12
H -1.956 0.455 1.719 0.10
H -2.744 2.792 3.337 0.12
H -2.283 2.500 5.735 0.08
H -1.535 0.763 5.519 0.08
H -3.479 1.035 5.439 0.07
H 0.105 1.136 3.549 0.06
H -0.291 2.994 3.954 0.08
H -0.437 2.415 2.151 0.08
C 8.842 0.949 -5.063 -0.10
O 9.413 0.997 -3.760 -0.21
C 9.009 2.163 -3.035 -0.19
C 7.937 1.824 -1.996 -0.20
O 6.705 1.458 -2.621 -0.19
C 6.488 0.052 -2.602 -0.11
H 9.045 -0.036 -5.491 0.08
H 7.759 1.098 -5.035 0.09
H 9.305 1.710 -5.699 0.07
H 8.662 2.949 -3.717 0.12
H 9.897 2.536 -2.516 0.12
H 7.735 2.719 -1.397 0.12
H 8.283 1.037 -1.315 0.12
H 6.261 -0.274 -1.582 0.04
H 7.357 -0.496 -2.980 0.07
H 5.630 -0.174 -3.241 0.09
C -10.679 1.157 0.448 -0.11
O -10.771 0.925 1.849 -0.21
C -9.895 -0.121 2.282 -0.19
C -8.654 0.448 2.976 -0.19
O -7.812 1.136 2.050 -0.21
C -7.933 2.550 2.158 -0.10
H -11.233 2.070 0.214 0.09
H -9.642 1.289 0.128 0.08
H -11.132 0.324 -0.097 0.08
H -9.615 -0.771 1.445 0.13
H -10.456 -0.726 3.003 0.12
H -8.068 -0.384 3.382 0.11
H -8.936 1.099 3.813 0.13
H -7.471 2.891 3.090 0.09
H -8.980 2.869 2.126 0.08
H -7.405 3.007 1.318 0.08
C -4.880 7.075 -1.570 -0.12
O -4.362 5.817 -1.987 -0.20
C -4.719 4.761 -1.089 -0.19
C -5.854 3.907 -1.661 -0.19
O -7.079 4.640 -1.712 -0.20
C -7.390 5.081 -3.028 -0.11
H -4.724 7.795 -2.378 0.09
H -5.950 7.020 -1.356 0.08
H -4.341 7.422 -0.683 0.09
H -4.983 5.157 -0.101 0.12
H -3.830 4.132 -0.971 0.13
H -6.021 3.055 -0.993 0.12
H -5.589 3.511 -2.649 0.13
H -7.680 4.225 -3.646 0.09
H -6.544 5.599 -3.490 0.08
H -8.232 5.774 -2.971 0.09
C 11.936 2.032 -6.457 -0.11
O 11.179 2.439 -7.591 -0.20
C 11.853 3.441 -8.360 -0.19
C 12.470 2.843 -9.627 -0.20
O 13.558 1.970 -9.312 -0.20
C 13.196 0.599 -9.417 -0.11
H 11.453 1.155 -6.018 0.08
H 12.960 1.764 -6.730 0.09
H 11.949 2.834 -5.712 0.09
H 12.610 3.955 -7.757 0.12
H 11.097 4.178 -8.650 0.12
H 12.881 3.657 -10.233 0.12
H 11.712 2.327 -10.229 0.12
H 13.064 0.329 -10.469 0.09
H 12.278 0.380 -8.862 0.08
H 14.005 -0.005 -8.999 0.09
C 9.595 -5.773 -5.114 -0.11
O 10.852 -5.125 -5.280 -0.20
C 10.833 -4.174 -6.350 -0.20
C 10.742 -2.742 -5.817 -0.20
O 9.470 -2.492 -5.214 -0.21
C 9.534 -2.509 -3.793 -0.10
H 9.626 -6.348 -4.185 0.09
H 8.775 -5.053 -5.051 0.08
H 9.421 -6.462 -5.947 0.08
H 10.016 -4.386 -7.050 0.12
H 11.777 -4.289 -6.892 0.12
H 10.836 -2.048 -6.659 0.12
H 11.559 -2.531 -5.116 0.13
H 10.066 -1.621 -3.436 0.08
H 10.031 -3.411 -3.422 0.09
H 8.514 -2.488 -3.401 0.09
C -13.744 -1.379 2.885 -0.11
O -13.172 -1.331 4.188 -0.20
C -13.576 -0.165 4.913 -0.19
C -14.648 -0.504 5.952 -0.20
O -15.880 -0.870 5.327 -0.20
C -16.097 -2.276 5.346 -0.11
H -13.540 -2.364 2.457 0.09
H -14.826 -1.230 2.913 0.08
H -13.281 -0.618 2.249 0.08
H -13.923 0.621 4.232 0.13
H -12.688 0.209 5.432 0.12
H -14.850 0.391 6.551 0.12
H -14.302 -1.291 6.633 0.12
H -16.324 -2.602 6.367 0.09
H -15.228 -2.824 4.968 0.08
H -16.955 -2.502 4.708 0.09
```

Summary:
Energy above the lowest of the compared OMol25 structures with the same formula, charge and spin in kcal/mol: 183.3
Total charge: -1
E_LUMO in Eh: 0.0679
Multiplicity: 1